Density functional theory data (ωB97M-V with the def2-TZVPD basis set) for C28H42CsGe2N8O4PS2 as an isolated structure at a distorted geometry.

Summary:
- orbital gap (alpha / beta) (eV) = 4.392 / 6.626
- lowest unoccupied orbital energy (alpha / beta) (eV) = 2.0969 / 2.0924
- 2S+1 = 2
- net charge = -1

CARTESIAN COORDINATES (ANGSTROEM)
N  -3.199  -0.984  2.483
N  -4.194  1.690  1.104
N  -5.602  1.630  -2.173
H  -2.576  -3.228  0.072
H  2.628  4.068  -1.042
N  -2.917  1.776  3.606
H  7.812  -1.763  -1.596
C  -4.895  1.800  2.218
C  -4.524  1.897  5.913
H  -2.597  1.937  6.961
H  2.655  -2.393  -1.298
P  -0.897  -2.317  1.587
H  -5.027  -2.009  2.422
C  -3.109  1.890  6.010
Ge  2.914  2.589  -3.098
H  -1.388  0.012  2.204
H  -1.949  -4.484  1.128
N  -3.490  -3.335  1.957
H  -0.340  -1.965  3.946
H  -4.260  -1.731  0.827
C  7.204  -0.922  -1.284
C  5.636  1.219  -0.482
C  -4.852  1.201  -1.068
C  -0.959  -2.690  3.414
H  5.492  -1.571  -2.394
C  -5.102  1.863  4.679
H  5.303  2.516  -4.058
C  2.016  -3.389  -4.469
C  2.212  -2.181  -5.122
N  -2.314  -2.665  3.987
C  5.894  -0.811  -1.732
C  2.574  -1.052  -4.399
H  -0.178  -1.685  -1.228
H  -3.860  -1.337  4.446
H  -1.305  1.829  4.864
H  -6.181  1.881  4.568
H  2.071  -2.111  -6.194
C  4.313  2.634  -4.500
C  6.943  1.110  -0.032
H  -5.979  1.909  2.157
H  -2.251  -0.600  4.321
H  8.753  -0.046  -0.083
O  0.822  0.854  1.328
H  4.183  1.856  -5.254
Ge  3.233  0.470  -1.966
C  2.550  -2.334  -2.376
N  -4.927  1.983  -0.044
H  -0.528  -3.677  3.595
C  5.095  0.258  -1.338
C  2.183  -3.463  -3.093
H  -0.313  -1.402  -2.823
H  2.711  -0.111  -4.923
Cs  -1.679  1.770  -0.283
H  1.028  1.777  -4.617
H  4.314  4.075  -1.581
H  0.340  2.853  -3.401
S  1.632  1.462  0.293
H  7.345  1.857  0.640
H  4.279  3.602  -5.005
C  -2.394  1.839  4.828
N  -0.763  -1.863  -2.040
H  -5.140  1.939  6.804
H  -1.653  -1.396  -1.877
H  -5.273  1.255  -3.047
O  0.822  2.095  -0.767
C  -4.296  1.814  3.500
C  -2.299  -3.449  1.106
H  1.236  3.515  -4.775
H  -2.719  -4.627  3.401
H  -2.278  -0.479  0.726
C  1.198  2.696  -4.053
H  2.006  -4.396  -2.572
C  2.752  -1.114  -3.019
H  -3.692  -0.075  2.441
S  -4.076  -0.357  -1.320
C  -1.929  -0.798  1.707
H  1.718  -4.267  -5.027
H  -5.780  2.624  -2.173
C  7.733  0.039  -0.435
C  -3.189  -3.643  3.349
O  2.714  2.297  0.751
C  3.276  4.105  -1.913
H  5.011  2.036  -0.136
C  -4.089  -2.034  1.863
O  2.281  0.223  -0.460
H  3.118  5.041  -2.452
H  -4.129  -3.672  3.905
C  -2.909  -1.359  3.910

---

Density functional theory data (ωB97M-V with the def2-TZVPD basis set) for a 3-piece molecular cluster, C28H42F5N2O7PS2 overall at a distorted geometry.

Summary:
- orbital gap (eV) = 9.213
- SMILES = CCCN[C@H]1[C@H](S(=O)(=O)C(F)(F)C(F)(F)F)[C@H](P(N)O)[C@@H](CCCCCOCC)OS1(=O)=O.c1ccccc1.c1ccccc1
- lowest unoccupied orbital energy (eV) = 0.0855
- 2S+1 = 1
- net charge = 0

CARTESIAN COORDINATES (ANGSTROEM)
H  1.665  0.879  -0.896
F  3.669  5.542  4.483
H  -0.542  -6.851  -5.103
H  -1.876  1.970  -0.566
C  -0.588  -0.356  6.593
H  1.801  3.309  -1.521
C  1.147  0.289  3.789
H  -2.693  -0.311  7.101
H  2.712  1.551  4.429
H  -0.365  3.754  -1.224
C  -1.841  0.516  -7.546
H  -0.308  -3.197  -2.204
H  0.317  1.222  -2.525
C  2.652  4.880  5.044
H  0.105  -1.104  -3.279
H  -3.014  -1.888  -4.765
O  1.882  -0.353  1.134
H  3.477  0.650  2.437
S  0.834  2.920  3.856
H  -0.472  -0.799  7.576
H  -0.339  -1.445  4.762
H  5.838  2.787  3.211
H  -0.580  0.928  -0.080
C  -2.481  -6.241  -5.788
H  -4.474  -5.554  -6.182
N  1.438  -0.319  5.066
C  0.293  -1.099  5.570
H  5.705  1.790  1.250
C  2.809  1.506  2.298
S  1.262  -0.996  2.460
H  -1.373  -2.484  -1.014
C  2.010  1.575  3.603
F  3.056  3.722  5.583
C  1.494  2.962  -0.541
C  2.111  1.606  -0.223
H  -2.308  -2.785  -6.954
C  -1.865  -0.852  -7.776
H  0.095  0.581  3.795
C  -1.773  -6.155  -3.492
H  -1.516  1.191  -8.327
C  -3.716  -5.723  -5.427
C  1.843  1.109  1.176
C  -0.052  3.043  -0.461
H  1.604  0.456  5.694
C  -0.824  1.760  -0.739
C  -3.011  -5.641  -3.130
H  -2.344  0.425  5.565
H  0.453  -0.932  -1.546
O  5.050  2.373  0.848
H  -2.954  0.542  -4.348
H  -0.317  0.692  6.693
H  1.887  3.705  0.149
C  -2.683  -1.214  -5.545
P  3.949  2.939  1.928
C  -2.652  0.154  -5.312
O  -0.060  -1.450  2.166
C  -2.071  -0.400  6.215
H  0.680  -1.991  6.050
O  2.174  -1.990  2.926
H  -2.341  -1.333  5.729
H  -3.219  -5.409  -2.093
H  -1.847  -2.550  -2.702
H  -4.944  -5.016  -3.817
H  -0.365  3.479  0.480
H  -1.554  -1.245  -8.735
H  -1.330  1.901  -2.800
F  2.167  5.645  6.040
C  -1.007  -2.384  -2.033
N  4.855  2.934  3.418
H  4.606  2.119  3.974
C  -2.287  -1.718  -6.775
O  0.291  2.699  5.170
C  -0.344  -1.060  -2.282
C  -2.232  1.019  -6.312
C  1.522  4.652  3.961
C  -0.713  1.259  -2.176
C  -1.508  -6.454  -4.821
F  1.869  5.147  2.758
H  3.165  1.621  -0.485
O  -1.304  -0.033  -2.248
H  0.811  1.358  1.409
H  -1.014  -6.322  -2.738
C  -3.981  -5.422  -4.098
H  -2.208  2.087  -6.131
O  -0.165  2.957  2.829
F  0.433  5.349  4.363
H  -2.275  -6.479  -6.824

---

Density functional theory data (ωB97M-V with the def2-TZVPD basis set) for a 7-piece molecular cluster, C28H42O21 overall at a distorted geometry.

Summary:
- orbital gap (alpha / beta) (eV) = 7.963 / 1.345
- lowest unoccupied orbital energy (alpha / beta) (eV) = -3.7162 / -10.3346
- 2S+1 = 2
- net charge = +1

CARTESIAN COORDINATES (ANGSTROEM)
H  -3.922  0.340  -3.520
H  3.366  -1.419  2.666
H  -2.710  4.257  -0.422
H  6.257  5.201  0.293
H  6.407  5.625  -1.372
H  6.691  -0.687  2.473
C  -5.085  -2.025  -1.090
H  -1.891  1.063  -0.184
O  0.481  -1.299  1.894
O  -6.413  -2.495  -0.988
H  3.853  -0.964  -2.535
C  -3.908  -3.660  4.249
O  4.413  1.986  -0.081
H  1.804  -1.932  -1.242
H  4.055  0.691  2.838
H  -2.496  -0.182  1.850
H  -4.923  -1.159  -0.448
C  3.358  -2.477  -5.259
C  -1.426  -0.091  1.662
C  1.965  -2.649  -2.047
H  -3.390  5.947  -1.720
H  -5.059  -5.017  3.051
H  -2.219  -4.749  1.918
C  5.558  2.738  -0.520
H  5.995  2.427  -1.468
H  -1.620  2.066  1.199
O  -6.374  -1.244  -2.892
H  -4.324  -2.799  -0.989
C  4.451  -0.472  5.390
O  4.385  -0.338  6.631
O  5.207  0.338  4.611
C  5.671  5.370  -0.610
C  -3.040  5.101  -2.312
C  -1.334  3.383  -1.787
C  -4.027  -0.259  -2.616
C  3.427  2.733  0.192
H  -0.737  4.045  -2.414
H  -4.537  -2.241  -3.189
H  -1.287  2.502  -2.427
H  6.579  1.128  2.482
H  -0.335  1.288  0.286
H  4.859  -2.148  2.901
O  4.015  -1.345  -4.791
H  -3.113  -0.375  -2.033
H  1.213  -3.438  -2.089
H  -2.333  -5.679  3.178
H  2.974  -3.018  -1.863
C  -2.738  3.901  -1.452
H  5.025  6.173  -0.256
C  4.832  0.050  3.255
O  -4.201  -2.280  3.907
H  -2.129  5.456  -2.793
C  -3.022  -5.269  2.440
C  -1.314  1.127  0.739
H  6.256  2.934  0.295
C  -0.758  -1.401  1.202
H  -0.682  -1.411  0.114
O  -5.561  3.077  -3.349
H  -3.370  -5.902  1.623
H  -4.476  0.514  -1.991
C  -7.171  -2.101  -2.052
C  3.283  -0.962  -3.463
O  2.386  2.318  0.677
O  -3.839  3.099  -1.773
H  -1.387  -2.280  1.343
C  -4.627  -2.188  2.661
O  -4.274  -3.395  2.003
H  -0.821  3.138  -0.857
H  -2.883  -3.919  4.514
O  2.434  -2.861  -4.304
H  4.336  4.161  -1.822
C  -4.526  3.575  -2.870
H  1.120  -1.450  -3.689
O  4.083  -1.599  4.705
O  -0.778  0.198  2.875
C  4.872  4.071  -0.877
C  -4.980  -1.472  -2.556
O  1.414  0.050  3.547
O  3.696  -3.066  -6.311
C  6.046  0.185  2.363
H  -4.538  -4.040  5.054
O  -3.914  4.683  -3.299
O  3.845  3.959  0.114
O  -5.097  -1.128  2.113
C  2.075  -1.877  -3.381
H  2.958  0.077  -3.513
O  -8.393  -2.258  -2.287
C  0.453  -0.290  2.893
H  5.789  0.137  1.305
C  4.231  -1.365  3.327
C  -4.142  -4.433  2.970

---

We obtain ΔE to the lowest compared entry with this formula, charge and spin values of 0.00; 46.69; 399.22 kJ/mol for the records listed above, in that order.